1.
ORCA calculation (ωB97M-V with the def2-TZVPD basis set) on one molecule with the formula C6H10N2O.

Bonds (Å) are listed after each position.
CARTESIAN COORDINATES (ANGSTROEM)
1 C 0.4721 -0.9105 1.6918  C2 1.505, H10 1.090, H11 1.095, H12 1.087
2 C 0.9429 0.0788 0.6593  C1 1.505, O3 1.204, C4 1.813
3 O 2.0427 0.5663 0.6184  C2 1.204
4 C -0.0419 -0.1290 -0.8483  C2 1.813, C5 1.509, N6 1.424, C7 1.457
5 C 0.8838 -0.1398 -2.0403  C4 1.509, H13 1.091, H14 1.093, H15 1.090
6 N -1.0326 -1.1499 -0.8992  C4 1.424, H16 1.013, H17 1.012
7 C -0.4967 1.1816 -0.4021  C4 1.457, C8 1.346, H18 1.082
8 C -0.9007 1.5079 0.8402  C7 1.346, N9 1.223
9 N -1.4122 1.9871 1.8428  C8 1.223, H19 1.021
10 H 0.8857 -0.6294 2.6601  C1 1.090
11 H 0.8458 -1.9032 1.4215  C1 1.095
12 H -0.6113 -0.9594 1.7601  C1 1.087
13 H 0.3406 0.0851 -2.9593  C5 1.091
14 H 1.3551 -1.1214 -2.1339  C5 1.093
15 H 1.6732 0.6014 -1.9121  C5 1.090
16 H -0.6363 -2.0775 -0.9961  N6 1.013
17 H -1.6990 -1.1285 -0.1376  N6 1.012
18 H -0.1881 2.0147 -1.0196  C7 1.082
19 H -2.4232 2.1257 1.8543  N9 1.021

Calculated values
* structure (SMILES): CC(=O)[C@@](C)(N)C=C=N
* Kohn-Sham gap: 8.0 eV
* max |F|: 0.0962 Eh/bohr
* energy relative to the best compared isomer or geometry (same formula, charge and spin): 325.2 kJ/mol
* lowest unoccupied orbital energy: 0.5 eV

natural (NBO) atomic charge list, values in e, 2 entries: atom 1 (C): -0.72, atom 2 (C): 0.58

2.
ORCA calculation (ωB97M-V with the def2-TZVPD basis set) on a 2-piece molecular cluster, C6H10N2O overall.

Bonds (Å) are listed after each position.
CARTESIAN COORDINATES (ANGSTROEM)
1 C -0.2316 -1.4654 1.0082  C3 1.301, C4 1.435, N7 1.519
2 C 1.4559 0.2664 -1.0344  N8 1.211, O9 1.159
3 C -0.8057 -0.6754 0.1480  C1 1.301, C5 1.513, N7 1.461
4 C 0.2708 -2.6242 1.6887  C1 1.435, H10 1.143, H11 1.069, H12 1.114
5 C -1.4431 -0.4669 -1.2086  C3 1.513, H13 1.111, H14 1.132, H15 1.141
6 C 0.1210 2.3941 -0.6146  N8 1.491, H16 1.030, H17 1.118, H18 1.146
7 N -0.7809 -0.1401 1.5072  C1 1.519, C3 1.461, H19 1.060
8 N 1.2178 1.4522 -0.9803  C2 1.211, C6 1.491
9 O 2.0601 -0.7104 -1.1864  C2 1.159
10 H -0.1471 -2.6669 2.7517  C4 1.143
11 H 1.3174 -2.5170 1.8781  C4 1.069
12 H -0.2257 -3.4158 1.0825  C4 1.114
13 H -0.9780 -1.2163 -1.8839  C5 1.111
14 H -1.2103 0.5951 -1.5229  C5 1.132
15 H -2.5614 -0.4725 -0.9824  C5 1.141
16 H -0.0429 2.1877 0.3808  C6 1.030
17 H 0.5752 3.3971 -0.8090  C6 1.118
18 H -0.9216 2.3542 -1.0900  C6 1.146
19 H -0.0152 0.5515 1.7488  N7 1.060

Calculated values
* expectation value of S²: 2.01
* Kohn-Sham gap (spin up / spin down): 5.4 / 9.2 eV
* 2S+1: 3
* max |F|: 0.1466 Eh/bohr
* energy relative to the best compared isomer or geometry (same formula, charge and spin): 218.2 kJ/mol
* lowest unoccupied orbital energy (spin up / spin down): 0.7 / -0.9 eV

natural (NBO) atomic charge list, values in e, 2 entries: atom 1 (C): 0.10, atom 2 (C): 0.83

3.
ORCA calculation (ωB97M-V with the def2-TZVPD basis set) on one molecule with the formula C6H10N2O.

Bonds (Å) are listed after each position.
CARTESIAN COORDINATES (ANGSTROEM)
1 C -2.5626 -0.6226 -1.4682  C2 1.397, N7 1.280, H10 1.085
2 C -1.4587 -1.1517 -2.1423  C1 1.397, N8 1.285, H11 1.217
3 C -0.9214 -0.7726 -0.0525  C6 1.547, N7 1.464, N8 1.417, H12 1.150
4 C 1.9334 1.1179 1.7220  C5 1.533, H13 1.083, H14 1.075, H15 1.062
5 C 1.6126 -0.0107 0.7355  C4 1.533, C6 1.579, H16 1.123, H17 1.091
6 C 0.0883 0.2862 0.4499  C3 1.547, C5 1.579, O9 1.423, H18 1.066
7 N -2.2920 -0.3000 -0.2594  C1 1.280, C3 1.464
8 N -0.4861 -1.2626 -1.3091  C2 1.285, C3 1.417
9 O 0.1085 1.3657 -0.4775  C6 1.423, H19 0.974
10 H -3.6077 -0.4821 -1.7245  C1 1.085
11 H -1.3849 -1.5149 -3.3012  C2 1.217
12 H -1.1182 -1.5764 0.7453  C3 1.150
13 H 1.0450 1.4095 2.2674  C4 1.083
14 H 2.3729 1.9848 1.2636  C4 1.075
15 H 2.5386 0.6076 2.4300  C4 1.062
16 H 1.7156 -1.0235 1.2107  C5 1.123
17 H 2.1009 0.1705 -0.2236  C5 1.091
18 H -0.4402 0.6896 1.2834  C6 1.066
19 H 0.7559 1.0853 -1.1496  O9 0.974

Calculated values
* expectation value of S²: 2.01
* Kohn-Sham gap (spin up / spin down): 7.6 / 6.8 eV
* 2S+1: 3
* max |F|: 0.1245 Eh/bohr
* energy relative to the best compared isomer or geometry (same formula, charge and spin): 38.9 kJ/mol
* lowest unoccupied orbital energy (spin up / spin down): 1.1 / -3.3 eV

natural (NBO) atomic charge list, values in e, 2 entries: atom 1 (C): -0.09, atom 2 (C): -0.06

4.
ORCA calculation (ωB97M-V with the def2-TZVPD basis set) on one molecule with the formula C6H10N2O2.

Bonds (Å) are listed after each position.
CARTESIAN COORDINATES (ANGSTROEM)
1 H 1.2418 1.9361 -2.1647  N2 0.989
2 N 1.0275 1.5490 -1.2800  H1 0.989, C3 1.283
3 C 0.1275 0.6352 -1.2355  N2 1.283, C4 1.599, H12 1.176
4 C -0.5562 -0.0302 0.0482  C3 1.599, N5 1.508, C7 1.548, H13 1.028
5 N -1.8100 0.6819 0.4910  C4 1.508, C6 1.523, H14 1.055
6 C -3.0375 0.0031 -0.1019  N5 1.523, H15 1.106, H16 1.078, H17 1.095
7 C 0.3405 -0.0575 1.3101  C4 1.548, O8 1.227, C9 1.494
8 O -0.1580 -0.3855 2.3825  C7 1.227
9 C 1.8031 0.1417 1.0796  C7 1.494, C10 1.372, H18 1.125
10 C 2.4422 -0.6246 0.1378  C9 1.372, O11 1.323, H19 1.122
11 O 3.6722 -1.0952 0.2627  C10 1.323, H20 0.988
12 H -0.4283 0.2477 -2.1962  C3 1.176
13 H -0.8782 -0.9871 -0.1434  C4 1.028
14 H -1.8633 0.5014 1.5287  N5 1.055
15 H -3.9999 0.4217 0.2477  C6 1.106
16 H -3.0209 0.1610 -1.1686  C6 1.078
17 H -3.0273 -1.0527 0.1890  C6 1.095
18 H 2.5256 0.8124 1.6223  C9 1.125
19 H 1.7327 -1.2831 -0.4302  C10 1.122
20 H 3.8666 -1.5752 -0.5791  O11 0.988

Calculated values
* structure (SMILES): [H]/N=C/[C@H](NC)C(=O)/C=C/O
* Kohn-Sham gap: 9.2 eV
* max |F|: 0.0994 Eh/bohr
* energy relative to the best compared isomer or geometry (same formula, charge and spin): 399.8 kJ/mol
* lowest unoccupied orbital energy: 0.4 eV

natural (NBO) atomic charge list, values in e, 2 entries: atom 1 (H): 0.35, atom 2 (N): -0.61

Which value of energy relative to the best compared isomer or geometry (same formula, charge and spin) does entry 4 give? 399.8 kJ/mol